[1]
Computed, not measured: 7 unconnected molecules or ions with the total composition C33H33F6N2O19P, with wB97M-V/def2-TZVPD.

CARTESIAN COORDINATES (ANGSTROEM)
C  -3.88  0.96  3.70
C  -2.70  1.29  3.00
C  -1.19  1.59  2.40
C  -1.20  1.48  0.73
N  -1.52  1.31  -0.53
C  0.00  0.67  3.05
C  0.72  1.33  4.39
N  1.37  1.77  5.42
C  -0.41  -0.89  3.37
C  -0.30  -1.76  1.97
C  1.12  -2.50  1.49
C  1.06  -3.29  0.04
C  -0.28  -3.38  -0.91
C  -1.67  -2.67  -0.42
C  -3.10  -2.64  -1.24
C  -1.64  -1.88  1.03
P  -0.87  3.48  2.76
C  -2.54  4.30  2.19
O  0.43  4.08  1.75
H  -4.95  0.51  3.97
H  0.86  0.62  2.22
H  0.42  -1.34  4.09
H  -1.43  -1.02  3.93
H  2.08  -2.44  2.18
H  2.04  -3.81  -0.35
H  -0.29  -3.95  -1.96
H  -3.04  -1.86  -2.12
H  -3.93  -2.21  -0.49
H  -3.40  -3.73  -1.63
H  -2.63  -1.33  1.39
H  -2.25  5.24  1.55
H  -3.25  4.55  3.11
H  -3.17  3.59  1.48
H  -0.05  4.41  0.91
C  -4.34  3.90  7.97
C  -4.22  2.65  7.16
O  -4.57  3.06  5.86
C  -4.21  4.38  5.79
O  -4.11  5.01  4.75
O  -3.98  4.90  7.04
F  -5.11  1.72  7.57
H  -5.36  4.08  8.32
H  -3.66  3.90  8.83
H  -3.21  2.22  7.15
C  3.43  -2.19  -3.78
C  2.98  -3.26  -4.72
O  3.41  -4.45  -4.10
C  3.38  -4.17  -2.76
O  3.42  -5.02  -1.89
O  3.31  -2.83  -2.52
F  3.63  -3.15  -5.91
H  4.47  -1.89  -3.94
H  2.79  -1.30  -3.83
H  1.90  -3.29  -4.89
C  -1.50  9.86  1.35
C  -2.65  9.44  2.20
O  -2.56  8.03  2.22
C  -1.23  7.76  2.07
O  -0.72  6.68  2.30
O  -0.54  8.86  1.63
F  -3.83  9.78  1.62
H  -1.74  9.84  0.28
H  -1.13  10.85  1.61
H  -2.61  9.82  3.23
C  6.39  -5.04  -7.35
C  6.51  -6.28  -8.16
O  6.15  -5.87  -9.46
C  6.51  -4.56  -9.52
O  6.61  -3.93  -10.56
O  6.74  -4.03  -8.28
F  5.61  -7.21  -7.75
H  5.36  -4.86  -7.00
H  7.06  -5.03  -6.49
H  7.51  -6.71  -8.17
C  6.42  -7.59  -0.66
C  6.54  -8.84  -1.47
O  6.19  -8.43  -2.77
C  6.54  -7.11  -2.84
O  6.65  -6.48  -3.87
O  6.78  -6.59  -1.59
F  5.65  -9.77  -1.06
H  5.40  -7.41  -0.31
H  7.09  -7.59  0.20
H  7.55  -9.27  -1.48
C  -6.17  4.01  0.48
C  -6.05  2.76  -0.33
O  -6.40  3.18  -1.63
C  -6.05  4.49  -1.70
O  -5.94  5.12  -2.74
O  -5.81  5.01  -0.45
F  -6.94  1.84  0.08
H  -7.19  4.19  0.83
H  -5.50  4.02  1.34
H  -5.04  2.33  -0.34

HOMO-LUMO gap: 8.2 eV
net charge: 0
calculated total energy: -3756.31859 Ha
largest force on an atom: 0.2394 hartree/bohr
2S+1: 1

[2]
Computed, not measured: a molecular structure, C24H26CoF6N4SSb3, with wB97M-V/def2-TZVPD.

CARTESIAN COORDINATES (ANGSTROEM)
Co  -1.28  0.16  0.89
S  -2.81  -3.74  6.91
N  -2.11  -2.31  6.76
C  -2.06  -2.04  5.46
C  -1.54  -0.83  4.87
C  -1.06  0.28  5.58
C  -0.62  1.38  4.88
C  -0.64  1.37  3.49
N  -1.07  0.32  2.81
C  -1.54  -0.76  3.48
C  -2.08  -1.83  2.66
N  -2.07  -1.60  1.32
C  -2.57  -2.52  0.51
C  -3.10  -3.71  0.99
C  -3.12  -3.96  2.34
C  -2.60  -2.99  3.21
C  -2.57  -3.09  4.66
N  -3.00  -4.13  5.36
H  -1.05  0.25  6.66
H  -0.26  2.26  5.40
H  -0.30  2.22  2.92
H  -2.57  -2.29  -0.55
H  -3.51  -4.43  0.29
H  -3.53  -4.87  2.75
C  -0.04  0.03  -3.36
Sb  -0.05  2.11  -3.57
C  -0.60  2.62  -5.54
C  1.82  3.04  -2.71
C  2.56  1.85  -3.11
C  2.85  1.69  -4.48
C  3.39  0.51  -4.97
C  3.64  -0.53  -4.08
C  3.40  -0.36  -2.72
C  2.87  0.81  -2.19
C  2.78  0.97  -0.70
Sb  1.41  -0.16  0.54
C  2.36  0.40  2.35
C  2.19  -2.13  0.35
H  0.76  -0.39  -3.97
H  -1.01  -0.31  -3.72
H  0.08  -0.26  -2.32
H  0.13  2.18  -6.22
H  -0.64  3.70  -5.65
H  -1.58  2.18  -5.71
H  1.68  3.28  -1.66
H  1.91  3.93  -3.33
H  2.70  2.53  -5.15
H  3.63  0.40  -6.02
H  4.07  -1.46  -4.43
H  3.68  -1.16  -2.04
H  2.61  2.00  -0.38
H  3.76  0.70  -0.30
H  3.43  0.19  2.27
H  1.95  -0.16  3.18
H  2.23  1.47  2.53
H  3.26  -2.10  0.56
H  2.01  -2.54  -0.64
H  1.70  -2.77  1.09
F  -0.83  2.43  -0.68
Sb  -2.70  2.17  -1.00
F  -2.09  0.29  -1.02
F  -4.34  1.67  -1.63
F  -2.06  2.22  -2.92
F  -2.98  3.99  -1.09
F  -2.91  1.83  0.84

HOMO-LUMO gap (spin up / spin down): 6.1 / 6.1 eV
ΔE to the lowest compared entry with this formula, charge and spin: 0.0 kcal per mole
net charge: +3
calculated total energy: -4249.22303 Ha
largest force on an atom: 0.0152 hartree/bohr
2S+1: 2
⟨S²⟩: 1.021

[3]
Computed, not measured: a molecular structure, C22H18FN2O2Pd, with wB97M-V/def2-TZVPD.

CARTESIAN COORDINATES (ANGSTROEM)
Pd  0.48  -0.08  -0.19
O  -0.51  -0.62  -1.90
C  -1.79  -0.76  -1.97
C  -2.29  -1.19  -3.22
C  -3.63  -1.28  -3.51
C  -4.57  -0.95  -2.54
C  -4.14  -0.58  -1.29
C  -2.77  -0.50  -0.93
C  -2.51  -0.15  0.42
N  -1.37  -0.28  1.05
C  -1.12  0.17  2.38
C  0.22  0.99  2.42
N  1.23  0.33  1.63
C  2.18  -0.36  2.25
C  2.90  -1.47  1.77
C  4.01  -1.94  2.51
C  4.66  -3.11  2.19
C  4.24  -3.87  1.10
C  3.19  -3.42  0.32
C  2.49  -2.23  0.61
O  1.51  -1.92  -0.16
H  -1.55  -1.43  -3.97
H  -3.96  -1.60  -4.50
H  -5.63  -0.98  -2.76
H  -4.87  -0.35  -0.53
H  -3.38  0.19  1.00
H  -1.94  0.80  2.78
H  -1.00  -0.70  3.04
H  0.02  1.99  2.01
H  0.54  1.09  3.47
H  2.43  -0.04  3.26
H  4.34  -1.35  3.35
H  5.49  -3.45  2.80
H  4.73  -4.80  0.86
H  2.86  -3.98  -0.54
F  -0.23  5.80  -1.95
C  -0.12  4.50  -1.54
C  1.04  3.80  -1.79
C  1.13  2.49  -1.35
C  0.09  1.86  -0.67
C  -1.07  2.61  -0.46
C  -1.19  3.92  -0.88
H  1.85  4.28  -2.32
H  2.04  1.93  -1.56
H  -1.93  2.16  0.03
H  -2.10  4.49  -0.72

HOMO-LUMO gap: 6.3 eV
net charge: -1
calculated total energy: -1336.89749 Ha
largest force on an atom: 0.0615 hartree/bohr
2S+1: 1

[4]
Computed, not measured: a single C4H10N2O molecule, with wB97M-V/def2-TZVPD.

CARTESIAN COORDINATES (ANGSTROEM)
C  -1.70  2.15  -0.53
N  -0.68  1.17  -0.87
C  -0.21  0.36  0.19
O  0.53  1.52  0.01
N  0.39  -0.88  -0.11
C  1.77  -0.87  -0.56
C  0.10  -1.89  0.88
H  -1.64  2.44  0.53
H  -1.48  3.02  -1.15
H  -2.71  1.81  -0.77
H  -0.85  0.32  1.07
H  2.49  -0.76  0.27
H  1.94  -0.05  -1.26
H  1.98  -1.81  -1.07
H  -0.98  -1.95  1.03
H  0.44  -2.86  0.50
H  0.59  -1.71  1.85

HOMO-LUMO gap: 9.8 eV
ΔE to the lowest compared entry with this formula, charge and spin: 93.6 kcal per mole
net charge: 0
calculated total energy: -343.05226 Ha
largest force on an atom: 0.0140 hartree/bohr
2S+1: 1

[5]
Computed, not measured: a single H3NOSSi molecule, with wB97M-V/def2-TZVPD.

CARTESIAN COORDINATES (ANGSTROEM)
N  1.16  -0.43  -0.14
O  -0.11  0.52  1.98
Si  -0.40  -0.11  -0.81
S  1.20  0.11  1.67
H  -0.41  1.35  -1.04
H  -1.28  -0.49  0.32
H  -0.17  -0.94  -1.98

HOMO-LUMO gap (spin up / spin down): 8.3 / 9.0 eV
ΔE to the lowest compared entry with this formula, charge and spin: 52.9 kcal per mole
net charge: 0
calculated total energy: -819.35309 Ha
largest force on an atom: 0.1577 hartree/bohr
2S+1: 1

> Among the records above, which one has the lowest largest force on an atom?

C4H10N2O